C3H10N3OS | ωB97M-V with the def2-TZVPD basis set

Output
* max |F|: 1.300 eV Å⁻¹
* HOMO: -12.6252 eV
* net charge: +1
* E_LUMO: -3.9 eV
* DFT total energy: -20618.355 eV
* ΔE to the lowest compared entry with this formula, charge and spin: 2.057 eV

```
18
C3H10N3OS, DFT ωB97M-V with the def2-TZVPD basis set
C -2.2189 -0.4969 -0.0037
C 0.4242 0.0609 0.5910
C 1.0274 -0.1103 -0.7415
N -2.6374 -1.7359 0.0437
N 0.4192 1.2168 1.2079
N 1.2960 1.0636 -1.4485
O -3.1350 0.3211 -0.5249
S 2.5491 -1.1389 -0.1367
H 0.1624 -0.8272 1.1441
H 0.4904 -0.8379 -1.3481
H -2.0661 -2.4845 0.4011
H -3.5694 -1.9858 -0.2845
H 0.5957 2.0655 0.6848
H 0.1302 1.3026 2.1712
H 1.5548 0.9087 -2.4128
H 1.9706 1.6784 -1.0089
H -2.8308 1.2343 -0.5747
H 3.2008 -0.1186 0.4306
```

Per-atom Mulliken charges, elementary charge units: 0.030 -0.319 0.079 -0.265 -0.253 -0.610 -0.450 -0.148 0.518 0.418 0.222 0.232 0.256 0.279 0.244 0.251 0.356 0.160


C3H10N3S | ωB97M-V with the def2-TZVPD basis set

Output
* max |F|: 3.246 eV Å⁻¹
* HOMO: -14.2862 eV
* net charge: +1
* E_LUMO: -3.8 eV
* DFT total energy: -18570.513 eV
* ΔE to the lowest compared entry with this formula, charge and spin: 2.359 eV

```
17
C3H10N3S, DFT ωB97M-V with the def2-TZVPD basis set
C -1.6028 -1.7592 0.5313
C -2.1016 -0.4422 1.1615
C -1.2887 -1.4501 -0.9453
N -1.2288 -0.3289 -1.4765
N -0.3327 1.6068 0.2754
N 1.9345 1.5700 -1.1614
S -1.7559 0.8919 -0.0841
H -0.6536 -2.1088 1.1034
H -2.4241 -2.4853 0.5582
H -3.1358 -0.5039 1.2347
H -1.5822 -0.0204 2.0501
H -0.8947 -2.2766 -1.5040
H -0.4376 2.5239 0.6531
H 0.6264 1.3457 -0.1365
H 2.6461 0.9802 -0.6745
H 2.3448 2.5566 -1.0999
H 2.0017 1.1306 -2.0614
```

Per-atom Mulliken charges, elementary charge units: -0.477 -0.567 0.103 -0.448 -0.345 -0.881 0.319 0.279 0.332 0.376 0.380 0.413 0.261 0.418 0.294 0.283 0.260


C3H10N3S | ωB97M-V with the def2-TZVPD basis set

Output
* max |F|: 5.647 eV Å⁻¹
* HOMO: -13.5785 eV
* net charge: +1
* E_LUMO: -3.1 eV
* DFT total energy: -18570.664 eV
* ΔE to the lowest compared entry with this formula, charge and spin: 2.209 eV

```
17
C3H10N3S, DFT ωB97M-V with the def2-TZVPD basis set
C 0.5279 -0.1188 -1.2929
C -1.0199 -0.4736 2.0268
C -0.5440 0.3553 0.8549
N 0.5973 -0.9993 -2.2912
N 0.7685 1.1443 -1.6340
N -0.1385 -0.4735 -0.2003
S 0.4856 1.7911 1.4415
H -1.3605 0.3724 2.7055
H -1.7807 -1.1643 1.8390
H -0.2035 -1.0712 2.5612
H -1.8669 1.0085 0.2381
H 1.1288 -0.8683 -3.1250
H 0.5084 -1.9642 -2.0293
H 1.2985 1.3366 -2.4964
H 0.8239 1.8068 -0.9595
H -0.2326 -1.4436 0.1096
H 1.0077 0.7620 2.2520
```

Per-atom Mulliken charges, elementary charge units: 0.702 -1.567 -0.285 -0.390 -0.244 0.008 -0.159 0.377 0.471 0.445 0.322 0.236 0.222 0.273 0.088 0.297 0.203


HOMO of number 2 (C3H10N3S)?
-14.2862 eV